{
  "formula": "CH4P2S",
  "method": "ωB97M-V/def2-TZVPD",
  "symbols": ["P", "P", "C", "S", "H", "H", "H", "H"],
  "coordinates": [[0.9944, 0.1165, -0.5567], [-0.5481, -1.1525, 0.2012], [-2.0656, 0.2970, 0.2695], [-3.4556, 0.2602, -0.5653], [0.1751, 0.9157, -1.4165], [1.2953, 1.1492, 0.4543], [-1.0966, -1.6255, -0.9764], [-1.6390, 1.2529, 0.6188]],
  "mulliken_charge": [-0.134, 0.029, -0.276, -0.176, 0.077, 0.087, 0.081, 0.311],
  "fmax_ev_per_a": 3.633,
  "smiles": "[PH2]#[PH]C=S",
  "total_energy_ev": -30512.2702
}



{
  "formula": "C21H27Cl2CrNSeSi2",
  "method": "ωB97M-V/def2-TZVPD",
  "symbols": ["Cr", "C", "C", "C", "C", "C", "H", "H", "H", "H", "H", "C", "Si", "C", "C", "C", "C", "C", "C", "C", "Si", "C", "C", "H", "H", "H", "H", "H", "H", "H", "H", "H", "H", "H", "H", "H", "H", "H", "H", "Se", "C", "C", "C", "N", "C", "C", "H", "H", "H", "H", "Cl", "C", "Cl", "H", "H"],
  "coordinates": [[0.1202, 0.1960, 0.0298], [0.1405, 2.3889, 0.7139], [0.1942, 1.6972, 1.9472], [-1.0147, 1.0028, 2.0997], [-1.8407, 1.3026, 0.9796], [-1.1406, 2.1755, 0.1418], [0.9031, 3.0461, 0.3281], [1.0304, 1.7123, 2.6316], [-1.2727, 0.3419, 2.9143], [-2.8528, 0.9693, 0.8331], [-1.4935, 2.5944, -0.7873], [-2.8375, -0.0533, -2.1907], [-1.9087, -1.0225, -0.8454], [-3.2360, -1.6284, 0.3999], [-1.5147, -2.7143, -1.6311], [-2.4634, -3.4982, -2.2991], [-2.1459, -4.7566, -2.7818], [-0.8601, -5.2577, -2.5954], [0.0830, -4.4922, -1.9313], [-0.2245, -3.2163, -1.4427], [1.0219, -2.1099, -0.5076], [1.5144, -3.2224, 0.9631], [2.5319, -2.1420, -1.6618], [-3.5189, -0.7151, -2.7350], [-2.1335, 0.3784, -2.9039], [-3.4215, 0.7692, -1.7664], [-3.9774, -2.2272, -0.1392], [-3.7630, -0.8413, 0.9410], [-2.7644, -2.2773, 1.1427], [-3.4719, -3.1195, -2.4467], [-2.8918, -5.3487, -3.3023], [-0.6007, -6.2425, -2.9707], [1.0830, -4.8952, -1.7934], [1.7925, -4.2167, 0.5951], [0.6806, -3.3433, 1.6590], [2.3583, -2.8143, 1.5231], [2.6810, -3.1580, -2.0428], [3.4432, -1.8311, -1.1460], [2.3774, -1.4769, -2.5125], [0.6016, 1.2094, -2.4858], [2.3156, 1.5990, -3.1890], [3.5301, 1.0885, -2.7251], [4.7125, 1.4383, -3.3540], [4.8082, 2.2579, -4.4029], [3.6472, 2.7520, -4.8396], [2.4149, 2.4625, -4.2888], [3.5583, 0.4208, -1.8789], [5.6478, 1.0269, -2.9849], [3.7044, 3.4278, -5.6899], [1.5181, 2.8988, -4.7112], [2.8113, 0.5436, 0.6062], [3.1664, -0.1709, 2.1793], [4.0747, 1.1514, 4.4512], [4.0081, -0.8415, 2.1357], [2.2676, -0.4508, 2.7040]],
  "mulliken_spin": [3.427, -0.074, 0.092, -0.024, 0.009, -0.049, 0.008, 0.013, -0.002, 0.014, 0.000, -0.014, -0.261, 0.004, -0.015, 0.009, 0.001, 0.001, 0.004, 0.017, -0.235, 0.011, -0.010, -0.001, 0.003, 0.003, -0.005, 0.005, 0.004, -0.003, 0.000, 0.000, -0.003, -0.001, -0.005, 0.002, 0.000, 0.001, 0.003, -0.022, 0.017, 0.020, -0.005, 0.003, -0.001, -0.001, 0.001, 0.000, 0.000, 0.000, 0.082, 0.824, 0.117, 0.022, 0.014],
  "fmax_ev_per_a": 1.284,
  "multiplicity": 5,
  "total_charge": -2,
  "total_energy_ev": -158273.7757
}



{
  "formula": "C5H7NO",
  "method": "ωB97M-V/def2-TZVPD",
  "symbols": ["H", "N", "C", "C", "C", "C", "C", "O", "H", "H", "H", "H", "H", "H"],
  "coordinates": [[-0.0913, 3.0883, -1.7777], [0.3819, 2.2026, -1.9574], [0.0606, 1.3558, -1.0755], [0.5720, -0.0144, -0.9354], [0.0796, -0.5511, 0.1791], [0.3962, -1.8630, 0.8209], [-0.8645, 0.4448, 0.7985], [-0.8120, 1.5910, -0.0414], [1.2762, -0.4438, -1.6355], [-0.3479, -2.1223, 1.5821], [0.4394, -2.6691, 0.0808], [1.3762, -1.8120, 1.3128], [-0.5716, 0.7269, 1.8180], [-1.8949, 0.0663, 0.8308]],
  "mulliken_charge": [0.282, -0.706, 0.418, -0.556, 0.664, -1.212, -0.380, -0.396, 0.436, 0.323, 0.339, 0.269, 0.254, 0.263],
  "fmax_ev_per_a": 0.341,
  "smiles": "[H]/N=C1/C=C(C)CO1",
  "total_energy_ev": -8835.5274
}



{
  "formula": "C2Cl2F2",
  "method": "ωB97M-V/def2-TZVPD",
  "symbols": ["F", "C", "Cl", "C", "F", "Cl"],
  "coordinates": [[0.6244, -0.9013, -1.4396], [-0.1752, -0.2688, -0.5861], [-1.8038, -0.1503, -1.0916], [0.3153, 0.2142, 0.5481], [1.6052, 0.0606, 0.8278], [-0.5659, 1.0456, 1.7414]],
  "mulliken_charge": [-0.205, 0.331, -0.128, 0.334, -0.205, -0.127],
  "fmax_ev_per_a": 0.308,
  "smiles": "F/C(Cl)=C(\\F)Cl",
  "total_energy_ev": -32552.6000
}



{
  "formula": "C16H18N4O2S2",
  "method": "ωB97M-V/def2-TZVPD",
  "symbols": ["C", "N", "C", "C", "N", "C", "C", "C", "C", "N", "N", "C", "S", "O", "O", "C", "C", "C", "C", "S", "C", "C", "C", "C", "H", "H", "H", "H", "H", "H", "H", "H", "H", "H", "H", "H", "H", "H", "H", "H", "H", "H"],
  "coordinates": [[1.4790, -3.5387, -2.7919], [2.3037, -2.5260, -2.0912], [2.4169, -2.6977, -0.6390], [3.4003, -1.6645, -0.0372], [2.9334, -0.3243, -0.4329], [2.1697, 0.4136, 0.5082], [2.6526, 0.6103, 1.8475], [1.8248, 1.1773, 2.8001], [0.5599, 1.6261, 2.4318], [-0.3967, 2.3508, 3.1229], [-1.5052, 2.6250, 2.3839], [-1.3516, 2.0314, 1.2070], [-2.5527, 2.0817, -0.2466], [-2.6477, 3.4478, -0.8139], [-2.1688, 1.0736, -1.2805], [-4.1877, 1.5769, 0.3701], [-5.1741, 2.3182, 1.0226], [-6.3999, 1.5158, 1.2287], [-6.2534, 0.2253, 0.7574], [-4.6790, -0.0361, 0.0176], [0.0306, 1.4010, 1.1988], [0.8467, 0.7959, 0.2110], [2.8640, -0.1309, -1.9184], [1.9819, -1.1891, -2.5602], [1.7211, -3.6019, -3.8914], [0.4062, -3.2294, -2.6763], [1.6730, -4.5133, -2.3616], [2.8080, -3.7038, -0.4110], [1.4153, -2.6032, -0.1813], [4.4058, -1.8405, -0.4750], [3.4249, -1.7841, 1.0446], [3.6023, 0.2616, 2.1351], [2.1632, 1.2940, 3.8078], [-0.2831, 2.6062, 4.0887], [-5.0271, 3.3530, 1.3250], [-7.2714, 1.9297, 1.7300], [-7.0207, -0.5464, 0.8119], [0.5093, 0.5833, -0.8082], [2.4789, 0.8998, -2.1113], [3.8494, -0.1990, -2.3228], [2.0734, -1.1112, -3.6330], [0.9249, -0.9584, -2.3672]],
  "mulliken_charge": [-0.982, -0.102, -0.596, -0.891, 0.057, 0.357, -0.621, -0.960, -0.389, 0.134, -0.787, -0.399, 1.191, -0.638, -0.624, 0.059, -0.191, -0.448, -0.457, -0.078, 0.754, 0.352, -1.052, -0.408, 0.265, 0.331, 0.351, 0.459, 0.290, 0.290, 0.453, 0.619, 0.374, 0.184, 0.407, 0.367, 0.381, 0.377, 0.401, 0.426, 0.436, 0.306],
  "fmax_ev_per_a": 3.274,
  "smiles": "CN1CCN(c2ccc3[nH]nc(S(=O)(=O)c4cccs4)c3c2)CC1",
  "total_energy_ev": -48606.8400
}



{
  "formula": "C4H12S2",
  "method": "ωB97M-V/def2-TZVPD",
  "symbols": ["C", "S", "C", "H", "H", "H", "H", "H", "H", "C", "S", "C", "H", "H", "H", "H", "H", "H"],
  "coordinates": [[0.2582, 0.8813, 1.3602], [1.4413, -0.5120, 1.7171], [2.8359, -0.0009, 0.7662], [0.4781, 1.6336, 2.1363], [-0.7905, 0.5578, 1.4710], [0.3785, 1.3518, 0.3699], [2.6868, -0.4038, -0.2497], [3.7603, -0.4339, 1.1841], [2.9600, 1.0928, 0.6962], [-2.9128, -0.1718, -0.5352], [-1.5909, 0.5402, -1.5419], [-0.2016, -0.7518, -1.5849], [-3.5066, -0.9736, -1.0054], [-3.5758, 0.6873, -0.3377], [-2.5210, -0.5423, 0.4270], [-0.1653, -1.1615, -2.6084], [-0.2700, -1.5910, -0.8724], [0.7353, -0.2024, -1.3925]],
  "mulliken_charge": [-0.725, -0.093, -0.761, 0.357, 0.152, 0.249, 0.217, 0.314, 0.275, -0.753, -0.102, -0.646, 0.304, 0.282, 0.217, 0.382, 0.294, 0.037],
  "fmax_ev_per_a": 1.513,
  "smiles": "CSC.CSC",
  "total_energy_ev": -26012.3881
}



The evaluated energy relative to the best compared isomer or geometry (same formula, charge and spin) for the records listed, in turn: 54.1, 7.4, 15.6, 2.0, 86.3, 16.8 kcal/mol.